Molecular formula: C53H131F6N7O19
Method: DFT, ωB97M-V with the def2-TZVPD basis set

The geometry in XYZ format:
```
216
Properties=species:S:1:pos:R:3:lowdin_charge:R:1
C -21.629 14.803 -14.496 -0.4857
O -22.806 15.057 -15.213 -0.1252
O -20.844 14.122 -15.471 -0.3247
C -21.052 16.038 -13.610 -0.5043
F -19.750 15.792 -13.190 0.0601
F -20.979 17.252 -14.263 0.0736
F -21.815 16.341 -12.583 0.1358
C -23.917 15.561 -14.489 -0.2744
C -25.057 15.682 -15.511 -0.0808
H -26.070 15.781 -15.123 0.0696
H -24.898 16.558 -16.139 0.0634
H -25.021 14.786 -16.131 0.0719
H -23.788 16.580 -14.126 0.1097
H -24.185 14.814 -13.742 0.1180
H -21.966 14.121 -13.715 0.1143
C -12.604 24.090 -13.919 -0.4511
O -11.556 24.993 -14.399 -0.1105
O -12.024 23.510 -12.764 -0.2964
C -13.987 24.787 -13.757 -0.6037
F -14.846 24.126 -12.944 0.0953
F -13.857 26.000 -13.202 0.1315
F -14.740 24.929 -14.826 0.1252
C -11.813 25.767 -15.566 -0.2849
C -10.441 26.453 -15.819 -0.0784
H -9.606 25.776 -15.636 0.0748
H -10.448 26.691 -16.883 0.0463
H -10.259 27.411 -15.332 0.0691
H -12.677 26.425 -15.468 0.1043
H -11.964 25.280 -16.529 0.0815
H -12.741 23.296 -14.654 0.1137
C -16.991 19.988 -15.779 -0.0668
C -15.762 19.296 -16.511 -0.6831
C -15.226 18.023 -15.808 -0.1105
O -15.839 19.141 -17.885 -0.4268
H -16.892 19.650 -14.748 0.0535
H -17.902 19.543 -16.181 0.0457
H -17.184 21.052 -15.911 0.0547
H -14.955 20.005 -16.328 0.0811
H -15.135 18.088 -14.724 0.0538
H -14.214 17.846 -16.175 0.0416
H -15.788 17.121 -16.052 0.0473
C -13.940 23.075 -24.480 -0.0579
O -14.469 24.374 -24.150 -0.2100
C -15.714 24.538 -24.741 -0.2197
C -16.127 25.999 -24.465 -0.0626
N -16.238 26.385 -23.006 0.0984
H -16.477 27.366 -23.028 0.1745
H -16.873 25.854 -22.427 0.1755
C -14.885 26.443 -22.296 -0.0636
C -14.821 25.304 -21.295 -0.2134
O -15.785 25.349 -20.252 -0.1512
C -16.015 24.125 -19.639 -0.1096
H -14.522 22.229 -24.116 0.0885
H -12.924 22.837 -24.164 0.0849
H -13.789 23.097 -25.560 0.0990
H -16.393 23.828 -24.270 0.1234
H -15.761 24.316 -25.807 0.1357
H -17.116 26.176 -24.888 0.1331
H -15.476 26.707 -24.978 0.1485
H -14.982 27.333 -21.674 0.1457
H -14.025 26.485 -22.965 0.1438
H -13.845 25.416 -20.822 0.1390
H -14.778 24.346 -21.814 0.1128
H -16.843 24.329 -18.960 0.1077
H -15.274 23.613 -19.024 0.0957
H -16.319 23.320 -20.308 0.0801
C -11.113 19.012 -23.702 -0.1141
O -12.391 19.098 -23.081 -0.1873
C -12.343 18.289 -21.876 -0.1524
C -11.546 19.020 -20.679 -0.0445
N -12.303 20.259 -20.176 0.0816
H -12.522 20.812 -20.991 0.1425
H -13.191 20.040 -19.747 0.1542
C -11.580 21.077 -19.069 -0.0182
C -10.538 21.956 -19.812 -0.2046
O -11.176 22.596 -20.879 -0.2280
C -10.557 23.746 -21.548 -0.0372
H -10.278 19.428 -23.139 0.0853
H -11.070 19.469 -24.691 0.0941
H -10.834 17.992 -23.967 0.0872
H -11.924 17.295 -22.031 0.1141
H -13.408 18.148 -21.694 0.1221
H -10.519 19.281 -20.934 0.1145
H -11.474 18.327 -19.841 0.1300
H -11.112 20.419 -18.337 0.1454
H -12.304 21.776 -18.650 0.1404
H -9.739 21.353 -20.242 0.1217
H -10.194 22.757 -19.158 0.1441
H -9.521 23.589 -21.847 0.0992
H -10.764 24.723 -21.111 0.0910
H -11.092 23.902 -22.485 0.0667
C -12.715 17.779 -8.765 -0.1183
O -12.873 18.637 -9.838 -0.1561
C -13.977 19.478 -9.696 -0.2265
C -13.875 20.474 -8.570 -0.0784
N -12.556 21.299 -8.695 0.0884
H -11.759 20.746 -8.978 0.1644
H -12.688 21.908 -9.490 0.1672
C -12.177 22.236 -7.518 -0.0196
C -13.380 23.207 -7.130 -0.2052
O -13.462 24.220 -8.085 -0.1709
C -14.688 24.918 -8.014 -0.0925
H -13.566 17.116 -8.614 0.1053
H -12.263 18.256 -7.895 0.0907
H -11.895 17.124 -9.060 0.0978
H -14.902 18.928 -9.524 0.1366
H -14.199 20.096 -10.566 0.1431
H -13.778 19.944 -7.623 0.1263
H -14.717 21.153 -8.702 0.1410
H -11.242 22.654 -7.892 0.1385
H -11.967 21.580 -6.673 0.1243
H -13.172 23.800 -6.239 0.1348
H -14.287 22.645 -6.908 0.1139
H -15.576 24.306 -7.856 0.0887
H -14.900 25.438 -8.948 0.0979
H -14.662 25.706 -7.262 0.0950
C -12.411 7.955 -25.333 -0.0792
O -12.291 8.754 -24.183 -0.1947
C -12.876 10.020 -24.322 -0.2245
C -12.431 10.793 -23.136 -0.0628
N -10.914 11.164 -23.245 0.0997
H -10.335 10.491 -22.762 0.1790
H -10.835 11.217 -24.250 0.1529
C -10.464 12.579 -22.830 -0.0423
C -10.721 12.893 -21.285 -0.1660
O -12.125 13.094 -21.144 -0.2079
C -12.450 13.214 -19.768 -0.1023
H -11.680 8.147 -26.118 0.1027
H -13.450 8.018 -25.654 0.0951
H -12.382 6.916 -25.006 0.1045
H -13.952 9.910 -24.455 0.1468
H -12.386 10.375 -25.229 0.1297
H -12.630 10.246 -22.214 0.1487
H -12.883 11.783 -23.073 0.1208
H -11.079 13.302 -23.367 0.1271
H -9.459 12.734 -23.222 0.1359
H -10.145 13.763 -20.971 0.1323
H -10.478 12.025 -20.672 0.1264
H -12.181 12.364 -19.141 0.0961
H -13.493 13.428 -19.539 0.0896
H -11.973 14.049 -19.254 0.0905
C -17.010 15.021 -23.577 -0.1164
O -17.949 14.964 -22.515 -0.1954
C -17.118 14.619 -21.358 -0.1474
C -17.840 15.001 -19.976 -0.0487
N -18.654 16.260 -20.026 0.0305
H -18.072 17.071 -19.877 0.1700
H -18.956 16.285 -20.990 0.1347
C -19.914 16.283 -19.201 -0.0203
C -20.716 17.568 -19.690 -0.1522
O -21.246 17.432 -21.005 -0.2285
C -22.314 18.310 -21.331 -0.0827
H -16.514 15.985 -23.457 0.0850
H -17.684 14.954 -24.431 0.0984
H -16.283 14.217 -23.694 0.0892
H -16.242 15.266 -21.409 0.1031
H -16.790 13.582 -21.417 0.1278
H -17.239 15.146 -19.079 0.1400
H -18.570 14.215 -19.781 0.1314
H -19.464 16.293 -18.209 0.1475
H -20.442 15.334 -19.299 0.1456
H -20.090 18.461 -19.718 0.1281
H -21.561 17.625 -19.004 0.1351
H -22.645 17.961 -22.309 0.0894
H -21.912 19.320 -21.413 0.0836
H -23.096 18.254 -20.574 0.1001
C -18.157 19.751 -23.708 -0.0580
O -19.343 20.046 -24.505 -0.2266
C -19.704 19.001 -25.430 -0.1642
C -20.924 19.525 -26.263 -0.0262
N -20.472 20.737 -27.111 0.0714
H -19.778 20.525 -27.814 0.1717
H -21.290 20.870 -27.689 0.1641
C -20.101 22.012 -26.305 -0.0714
C -20.276 23.270 -27.152 -0.1894
O -19.718 23.222 -28.480 -0.1917
C -20.570 23.698 -29.533 -0.0809
H -18.144 20.238 -22.733 0.0894
H -17.252 20.153 -24.164 0.0789
H -18.032 18.696 -23.465 0.0791
H -20.094 18.128 -24.907 0.1347
H -18.853 18.864 -26.097 0.1307
H -21.612 19.999 -25.563 0.1418
H -21.170 18.881 -27.107 0.1468
H -19.036 21.970 -26.075 0.1252
H -20.731 22.019 -25.416 0.1376
H -19.995 24.187 -26.634 0.1354
H -21.352 23.278 -27.325 0.1185
H -20.592 24.784 -29.434 0.0960
H -21.592 23.322 -29.557 0.0892
H -20.254 23.566 -30.568 0.0976
C -14.235 13.113 -12.387 -0.1035
O -15.172 12.108 -12.135 -0.1471
C -16.214 12.182 -13.029 -0.2671
C -17.145 11.027 -13.042 -0.0563
N -17.765 10.597 -11.666 0.0978
H -18.035 9.629 -11.767 0.1504
H -17.032 10.470 -10.982 0.1664
C -18.988 11.289 -11.023 -0.0457
C -20.331 10.610 -11.301 -0.1776
O -20.159 9.295 -10.804 -0.2310
C -21.086 8.276 -11.097 -0.0738
H -14.703 14.086 -12.539 0.0964
H -13.670 12.958 -13.306 0.0885
H -13.462 13.198 -11.624 0.0989
H -15.911 12.441 -14.043 0.1438
H -16.896 12.969 -12.704 0.1342
H -16.547 10.174 -13.362 0.1327
H -17.955 11.043 -13.771 0.1464
H -19.038 12.257 -11.521 0.1346
H -18.777 11.250 -9.954 0.1404
H -20.494 10.707 -12.375 0.1331
H -21.221 10.908 -10.749 0.1465
H -20.994 7.296 -10.628 0.0982
H -21.156 8.174 -12.180 0.0943
H -22.000 8.659 -10.642 0.0929
```

The calculation puts the electronic energy at -122666.747 eV. Its HOMO-LUMO gap is 0.109 Eh. The net charge is +4. The value obtained for the largest force on an atom is 4.77 eV/A.